Model P:
{"formula": "C4H5N2O2S", "method": "ωB97M-V/def2-TZVPD", "species": ["C", "C", "C", "C", "N", "N", "O", "O", "S", "H", "H", "H", "H", "H"], "xyz": [[-2.02573, -1.86615, -1.01918], [-0.65566, -1.73193, -1.45215], [-2.48320, -1.47524, 0.08987], [1.45483, 1.11642, 1.55275], [-0.28769, -0.68457, 0.47783], [0.21176, -1.25700, -0.61453], [-3.10231, -1.33395, 1.05823], [1.41224, -1.12011, -0.99478], [0.62803, -0.46389, 1.90227], [-2.78406, -2.34731, -1.62118], [-0.42040, -1.83719, -2.55187], [1.79392, 1.45497, 2.48247], [0.64942, 1.76739, 1.19198], [1.91606, 1.06915, 0.57957]], "total_charge": -1, "multiplicity": 1, "e_homo_ev": -2.7}

Model Q:
{"formula": "C4H5N2O2S", "method": "ωB97M-V/def2-TZVPD", "species": ["C", "C", "C", "C", "N", "N", "O", "O", "S", "H", "H", "H", "H", "H"], "xyz": [[-0.57265, -1.16126, 0.11850], [-0.35666, 1.62065, 0.49111], [-1.42756, -0.11662, -0.24648], [1.28665, 0.33144, -0.37663], [0.84595, 1.49804, 0.45165], [0.73046, -1.01313, -0.05751], [1.75464, -1.86245, 0.44486], [2.54998, 0.16849, -0.37110], [-3.06922, -0.25237, 0.09065], [-0.89668, -2.17796, 0.28866], [-0.95716, 2.48411, 0.81764], [0.91820, 0.56030, -1.32863], [2.50280, -0.92390, 0.37273], [-3.30875, 0.84465, -0.69545]], "total_charge": -1, "multiplicity": 1, "e_homo_ev": -2.9}

The winner here is model P, beating the second structure by 1.038 eV.

Model P:
{"formula": "C6H40N2O12", "method": "ωB97M-V/def2-TZVPD", "species": ["N", "C", "C", "C", "N", "C", "C", "C", "H", "H", "H", "H", "H", "H", "H", "H", "H", "H", "H", "H", "H", "H", "H", "H", "H", "H", "O", "H", "H", "O", "H", "H", "O", "H", "H", "O", "H", "H", "O", "H", "H", "O", "H", "H", "O", "H", "H", "O", "H", "H", "O", "H", "H", "O", "H", "H", "O", "H", "H", "O"], "xyz": [[-2.16249, 2.85842, -1.73832], [-1.81052, 1.89473, -0.66116], [-2.18526, 2.41721, 0.72316], [-0.29195, 1.60551, -0.71427], [-0.11035, 0.13785, -0.71581], [0.95346, -0.35680, 0.16746], [1.85857, -1.46482, -0.43548], [2.90317, -0.94922, -1.39999], [-3.14244, 3.07158, -1.67245], [-1.56630, 3.67416, -1.69801], [-2.35650, 0.97283, -0.83450], [-1.64772, 3.32555, 0.99869], [-1.94262, 1.68560, 1.52709], [-3.26953, 2.65625, 0.79081], [0.22714, 2.07920, 0.14355], [0.13297, 2.08965, -1.64587], [0.01592, -0.19665, -1.66484], [0.43466, -0.73882, 1.08372], [1.62163, 0.44962, 0.55141], [2.32947, -1.95617, 0.40222], [1.27304, -2.26180, -0.91853], [3.70706, -1.69228, -1.55205], [2.43596, -0.75460, -2.40552], [3.40283, -0.01337, -1.08997], [0.03381, -3.11069, -3.28120], [0.32104, -1.65319, -2.85844], [-0.10703, -2.49845, -2.54906], [3.09454, 1.51905, -2.83886], [2.09321, 2.61656, -3.29546], [2.17468, 1.81597, -2.77446], [1.21881, 0.50329, -3.35299], [-0.24601, 0.27432, -3.72903], [0.62156, -0.20361, -3.69300], [-3.05159, -1.22176, -0.57272], [-2.19681, -0.52498, 0.50695], [-2.94771, -1.14088, 0.40575], [3.17112, 0.60204, 3.64813], [3.49833, -0.87321, 3.36875], [3.19372, -0.28268, 4.05676], [-0.72293, -3.46142, 3.69436], [-0.47729, -2.88129, 2.25286], [-0.20580, -2.85199, 3.19260], [1.98137, 2.24247, 3.30465], [2.57034, 2.03008, 1.92327], [2.83668, 2.10606, 2.84417], [-0.46009, 2.15928, 4.07237], [0.44381, 0.91562, 4.34706], [0.44195, 1.88437, 4.08605], [-2.31033, 1.09198, -4.55492], [-1.94992, 1.67486, -3.09939], [-1.83635, 0.90031, -3.72688], [-0.82901, -2.98290, -0.11183], [-1.99438, -2.54589, 0.68394], [-1.25437, -3.21626, 0.69897], [-2.05341, -1.80644, -2.29509], [-2.43403, -0.44207, -2.86596], [-2.79833, -1.22114, -2.35638], [1.56872, -0.68857, 4.59542], [0.28762, -1.48909, 4.15405], [0.60476, -0.72442, 4.70059]], "total_charge": 0, "multiplicity": 1, "e_homo_ev": -9.0}

Model Q:
{"formula": "C6H40N2O12", "method": "ωB97M-V/def2-TZVPD", "species": ["C", "N", "C", "C", "C", "C", "C", "N", "H", "H", "H", "H", "H", "H", "H", "H", "H", "H", "H", "H", "H", "H", "H", "H", "H", "H", "O", "H", "H", "O", "H", "H", "O", "H", "H", "O", "H", "H", "O", "H", "H", "O", "H", "H", "O", "H", "H", "O", "H", "H", "O", "H", "H", "O", "H", "H", "O", "H", "H", "O"], "xyz": [[1.22644, 2.30829, -1.29086], [1.51259, 0.95804, -0.84112], [0.39967, 0.21809, -0.24678], [0.95440, -1.16922, 0.23724], [1.48341, -2.15598, -0.81181], [2.96921, -1.96640, -1.24325], [-0.22964, 0.84744, 1.00451], [-0.97198, 2.13838, 0.90288], [1.78102, 2.59433, -2.16974], [1.53396, 3.10424, -0.60852], [0.15505, 2.49444, -1.38516], [2.21573, 0.98727, -0.19741], [-0.36687, 0.00746, -0.99292], [1.69048, -0.90540, 0.98193], [0.12912, -1.67499, 0.69317], [0.98014, -2.15204, -1.73295], [1.53894, -3.11988, -0.35643], [3.25941, -2.48323, -2.18201], [3.68522, -2.38339, -0.52536], [3.26672, -0.92238, -1.38302], [0.65398, 1.04020, 1.59120], [-0.92238, 0.26144, 1.59494], [-1.91545, 1.87144, 0.75010], [-0.67538, 2.76641, 0.21361], [-0.09872, 1.14284, 3.82524], [0.45930, 0.73352, 5.17184], [0.27703, 0.44061, 4.30017], [-2.55739, -1.83643, -1.15013], [-3.68363, -1.34435, -0.11841], [-2.69944, -1.61295, -0.21096], [4.09226, 1.13995, 2.31952], [3.80887, 1.64135, 0.88747], [4.55842, 1.31069, 1.44517], [2.74855, 3.97228, 2.24057], [1.84400, 3.48088, 1.11588], [2.33747, 3.15605, 1.87750], [-2.83971, 1.78907, -2.91689], [-3.26698, 0.59895, -3.77201], [-3.58831, 1.32277, -3.27094], [1.50322, -0.68097, -4.05869], [1.38537, -0.04644, -2.79740], [0.84372, -0.07153, -3.64688], [-1.39924, -1.68148, 4.36649], [-0.11331, -1.22806, 3.68130], [-0.68031, -2.00279, 3.81861], [-1.58587, -3.89063, 1.10081], [-0.60408, -5.11357, 1.15733], [-1.29551, -4.71134, 0.60550], [-0.85453, -0.51001, -3.48691], [-1.70671, -1.47610, -2.75485], [-1.81189, -0.70233, -3.22299], [-1.01546, -3.77929, -1.32365], [-2.33878, -3.76154, -2.13061], [-1.47383, -3.33392, -2.05314], [-4.07062, 1.12273, -1.16195], [-4.61423, 2.52189, -1.07420], [-4.01018, 1.94359, -0.62802], [-1.21086, 3.24487, 3.60700], [-0.32755, 2.60109, 2.66354], [-0.36487, 2.95605, 3.59244]], "total_charge": 0, "multiplicity": 1, "e_homo_ev": -9.2}

The winner here is model P, beating the second structure by 2.681 eV.

Model P:
{"formula": "C5H13NO3", "method": "ωB97M-V/def2-TZVPD", "species": ["C", "C", "C", "C", "C", "O", "O", "H", "H", "H", "H", "H", "H", "H", "H", "H", "H", "N", "O", "H", "H", "H"], "xyz": [[-0.64650, -0.46455, -0.06248], [-1.53992, 0.75753, 0.11614], [-0.86973, -1.13030, -1.41057], [-0.71228, -1.45947, 1.08344], [1.46237, -0.15994, -0.45745], [1.45237, 0.75933, -1.43643], [2.07096, -1.18545, -0.41320], [2.16326, 0.52856, -2.05250], [-1.37554, 1.23663, 1.08112], [-2.58648, 0.44134, 0.05537], [-1.35814, 1.49515, -0.66474], [-0.18235, -1.96147, -1.56570], [-1.68745, -1.95515, 1.08140], [-1.88795, -1.53008, -1.43420], [-0.76730, -0.42258, -2.23216], [0.07041, -2.21107, 0.97377], [-0.57443, -0.96750, 2.04641], [1.47829, 2.18874, 0.96041], [1.61108, 0.77880, 1.11703], [0.46120, 0.19462, 0.41590], [0.99416, 2.50459, 1.79878], [2.42399, 2.56226, 0.99967]], "total_charge": 0, "multiplicity": 1, "e_homo_ev": -8.4}

Model Q:
{"formula": "C5H13NO3", "method": "ωB97M-V/def2-TZVPD", "species": ["C", "C", "N", "O", "H", "H", "H", "H", "H", "H", "H", "C", "C", "C", "O", "O", "H", "H", "H", "H", "H", "H"], "xyz": [[1.14424, 1.14068, 1.60164], [-1.10512, 0.12823, 1.05434], [0.95461, 2.29353, 0.97711], [1.98234, 0.22885, 1.18382], [1.81459, -0.00601, 0.21905], [0.90667, 1.08923, 2.65652], [0.26630, 2.89964, 1.40086], [0.87261, 2.21232, -0.05890], [-1.69567, -0.74295, 0.77225], [-1.67002, 1.04140, 0.86071], [-0.93368, 0.03166, 2.12895], [0.74833, -2.04972, -0.57054], [-1.37844, -0.39922, -1.72771], [-0.14941, 0.19496, -1.08147], [0.96506, -0.68601, -0.95530], [0.16889, 1.36490, -1.31685], [0.24969, -2.60425, -1.36620], [1.73483, -2.47793, -0.40285], [0.16507, -2.09452, 0.35077], [-1.17495, -0.48290, -2.79941], [-2.20483, 0.29237, -1.58520], [-1.66112, -1.37426, -1.34159]], "total_charge": 0, "multiplicity": 1, "e_homo_ev": [-7.3, -7.3]}

The winner here is model Q, beating the second structure by 1.336 eV.

Model P:
{"formula": "CH7BrN3", "method": "ωB97M-V/def2-TZVPD", "species": ["C", "N", "N", "N", "Br", "H", "H", "H", "H", "H", "H", "H"], "xyz": [[1.84091, -1.19485, -0.25746], [3.01868, -1.66693, -0.22755], [0.72001, -0.92527, -0.31227], [-1.72603, 0.06200, -0.64858], [-0.99197, 2.92248, 1.18933], [-0.32751, 3.98499, 0.66662], [3.04948, -2.65105, -0.01565], [3.78592, -1.16722, -0.46095], [-1.62966, 1.00604, -0.21164], [-0.91787, -0.53398, -0.39063], [-1.67086, -0.01605, -1.67314], [-2.67760, -0.23834, -0.45054]], "total_charge": 1, "multiplicity": 1, "e_homo_ev": -14.2}

Model Q:
{"formula": "CH7BrN3", "method": "ωB97M-V/def2-TZVPD", "species": ["C", "N", "N", "N", "Br", "H", "H", "H", "H", "H", "H", "H"], "xyz": [[0.58825, -0.34702, 0.88498], [-1.08693, 1.16621, -1.73111], [1.20759, -1.03381, 1.81779], [-0.17761, -0.74808, -0.07295], [2.28507, -0.19774, 3.11655], [0.77937, 0.72786, 0.91638], [-1.59788, 0.67803, -2.46336], [-0.38836, 1.74133, -2.18815], [1.12710, -2.04020, 1.92459], [-0.57526, 0.01314, -0.78438], [-0.41047, -1.72752, -0.17401], [-1.75086, 1.76779, -1.24634]], "total_charge": 1, "multiplicity": 1, "e_homo_ev": -14.3}

Model R:
{"formula": "CH7BrN3", "method": "ωB97M-V/def2-TZVPD", "species": ["C", "N", "N", "N", "Br", "H", "H", "H", "H", "H", "H", "H"], "xyz": [[1.42810, -0.62853, -0.13353], [1.97259, -1.61198, -0.37961], [-1.38172, -1.31460, 0.29243], [0.20173, 1.98438, -0.15544], [-2.70497, -0.02703, 0.03144], [-1.81496, -2.22931, 0.23160], [2.58224, -2.40077, -0.69827], [0.48772, 0.81369, 0.01200], [-1.16917, -1.30401, 1.29972], [-0.62743, 2.27704, 0.37132], [-0.03283, 2.13574, -1.12861], [1.05871, 2.30538, 0.25694]], "total_charge": 1, "multiplicity": 1, "e_homo_ev": -13.2}

The winner here is model P, beating the second structure by 0.050 eV.

Model P:
{"formula": "C2H3Br2N3", "method": "ωB97M-V/def2-TZVPD", "species": ["C", "C", "N", "N", "N", "Br", "Br", "H", "H", "H"], "xyz": [[-0.65669, -0.70845, -0.55521], [0.46797, -0.40583, 0.52558], [-0.64587, 0.99421, -1.30574], [-0.12067, 1.64119, -0.47625], [0.39016, 1.00838, 0.56687], [-2.48137, -0.80985, 0.17954], [2.35460, -1.07632, -0.00558], [-0.59562, -1.27482, -1.43903], [0.26445, -1.03503, 1.41444], [1.02304, 1.66654, 1.09539]], "total_charge": 0, "multiplicity": 1, "e_homo_ev": -9.5}

Model Q:
{"formula": "C2H3Br2N3", "method": "ωB97M-V/def2-TZVPD", "species": ["C", "C", "N", "N", "N", "Br", "Br", "H", "H", "H"], "xyz": [[1.36498, 0.34608, -0.34706], [-1.49634, 0.12038, 0.03272], [1.01510, -0.77847, 0.16590], [0.24111, -1.09393, 1.08667], [-0.98124, -0.57750, 1.05060], [1.07946, 2.29460, 0.14904], [-3.30488, 0.51121, -0.01209], [2.17288, 0.18620, -0.96439], [-0.79095, 0.33665, -0.73846], [-1.57566, -0.82906, 1.82318]], "total_charge": 0, "multiplicity": 1, "e_homo_ev": [-7.7, -7.7]}

The winner here is model P, beating the second structure by 1.611 eV.

Model P:
{"formula": "C3H5FS", "method": "ωB97M-V/def2-TZVPD", "species": ["C", "C", "C", "F", "S", "H", "H", "H", "H", "H"], "xyz": [[1.64697, 0.25422, -0.39222], [1.26542, 1.46397, 0.15058], [-1.32949, -0.71348, -2.19304], [0.73377, 2.28976, -0.74334], [-1.28816, -2.05470, -1.16100], [1.42365, 0.07547, -1.48337], [2.12365, -0.48762, 0.13208], [-1.16737, -0.91773, -3.21002], [1.48059, 1.88217, 1.16457], [-1.86459, -1.25095, -0.15746]], "total_charge": 0, "multiplicity": 1, "e_homo_ev": -8.6}

Model Q:
{"formula": "C3H5FS", "method": "ωB97M-V/def2-TZVPD", "species": ["C", "C", "C", "H", "H", "H", "H", "H", "F", "S"], "xyz": [[-0.54665, 0.49894, -0.02838], [0.76779, 0.35249, 0.68869], [-0.19614, -0.73079, -0.85597], [-0.65116, 1.48553, -0.39546], [1.06266, 1.36749, 1.11225], [0.71887, -0.43577, 1.48812], [-0.72048, -0.99812, -1.79942], [-0.20596, -1.62629, -0.14445], [-1.82863, 0.41237, 0.65698], [1.59971, -0.32586, -0.72235]], "total_charge": 0, "multiplicity": 1, "e_homo_ev": -9.1}

The winner here is model Q, beating the second structure by 3.360 eV.